# 1
DFT (ωB97M-V/def2-TZVPD) results for C27H22N6O2PRuSSe2 as an isolated structure.

Values from the calculation:
- 2S+1: 2
- Charge: 0
- Orbital gap (spin up / spin down): 0.2447 / 0.2360 Eh
- LUMO (spin up / spin down): -0.5 / -0.7 eV

Geometry as XYZ:
```
62
C27H22N6O2PRuSSe2 ωB97M-V/def2-TZVPD
Ru -0.6784 0.2265 0.6670
O 2.6176 -1.5059 0.8770
C 1.8229 -0.9260 1.5731
O 1.2392 0.2249 1.2295
C 1.4570 -1.4067 2.9465
C 2.5124 -1.8167 3.7590
C 2.2930 -2.2625 5.0482
C 0.9895 -2.3238 5.5284
C -0.0660 -1.9256 4.7323
C 0.1443 -1.4477 3.4329
S -1.3060 -0.9505 2.5675
H 3.5137 -1.7847 3.3487
H 3.1235 -2.5704 5.6694
H 0.7949 -2.6841 6.5309
H -1.0794 -1.9711 5.1117
Se -0.4487 -1.9855 -0.5326
P 0.3612 -0.6942 -2.0765
Se -0.5997 1.2276 -1.7956
C 2.1609 -0.4918 -2.0146
C 2.7464 0.6421 -1.4691
C 4.1272 0.7520 -1.4278
C 4.9234 -0.2681 -1.9248
C 4.3391 -1.4033 -2.4698
C 2.9607 -1.5145 -2.5176
C 0.0873 -1.4121 -3.7205
C 0.2211 -0.5961 -4.8405
C 0.0545 -1.1282 -6.1079
C -0.2442 -2.4768 -6.2609
C -0.3829 -3.2892 -5.1460
C -0.2230 -2.7570 -3.8736
H 2.1228 1.4296 -1.0690
H 4.5807 1.6361 -0.9987
H 6.0018 -0.1804 -1.8877
H 4.9568 -2.2030 -2.8570
H 2.5100 -2.4064 -2.9367
H 0.4534 0.4557 -4.7166
H 0.1563 -0.4920 -6.9773
H -0.3720 -2.8925 -7.2521
H -0.6210 -4.3384 -5.2633
H -0.3439 -3.3869 -3.0005
N 0.8259 2.2984 2.9547
C -0.4055 2.7098 2.6952
N -0.9094 3.7163 3.4144
C -2.1376 4.0959 3.0977
N -2.6727 5.1258 3.7723
N -2.9172 3.5227 2.1544
C -2.3385 2.5299 1.5195
N -1.0894 2.0926 1.6911
C -3.1690 1.7628 0.5590
C -4.2540 2.3256 -0.0823
C -4.9836 1.5362 -0.9562
C -4.6238 0.2114 -1.1243
C -3.5154 -0.2737 -0.4516
N -2.7901 0.4899 0.3643
H 1.3108 2.7242 3.7234
H 1.2006 1.5009 2.4315
H -2.1473 5.5566 4.5100
H -3.6194 5.3968 3.5840
H -4.5037 3.3575 0.1142
H -5.8230 1.9523 -1.4972
H -5.1706 -0.4422 -1.7886
H -3.1738 -1.2921 -0.5711
```

Charges computed using Löwdin, reported in e: 0.664, 0.088, -0.613, -0.311, -0.163, -0.030, -0.090, -0.093, -0.137, -0.579, 0.610, 0.118, 0.098, 0.101, 0.093, 0.429, 0.223, 0.369, -0.398, -0.122, -0.071, -0.077, -0.074, -0.081, -0.409, -0.093, -0.076, -0.082, -0.077, -0.112, 0.059, 0.105, 0.102, 0.104, 0.108, 0.100, 0.104, 0.103, 0.105, 0.068, 0.209, -0.414, 0.180, -0.442, 0.168, 0.183, -0.289, 0.049, -0.227, 0.006, -0.035, -0.030, -0.146, -0.083, 0.119, 0.068, 0.106, 0.105, 0.116, 0.114, 0.114, 0.066

=====

# 2
DFT (ωB97M-V/def2-TZVPD) results for C27H23AsGeN2S4Y as an isolated structure.

Values from the calculation:
- 2S+1: 2
- Charge: 0
- Orbital gap (spin up / spin down): 0.2443 / 0.1810 Eh
- LUMO (spin up / spin down): -1.1 / -2.6 eV

Geometry as XYZ:
```
59
C27H23AsGeN2S4Y ωB97M-V/def2-TZVPD
Y 1.8470 -0.6874 1.6297
C 1.1395 -4.3428 4.6517
C 0.0631 -5.0419 4.1516
C -0.5218 -4.6191 2.9691
C -0.0047 -3.5067 2.3424
N 1.0388 -2.8311 2.8143
C 1.6049 -3.2377 3.9595
C -0.5415 -3.0345 1.0251
C -1.8076 -3.3663 0.5938
C -2.1895 -3.0383 -0.6989
C -1.2960 -2.3912 -1.5146
C -0.0748 -2.0241 -0.9838
N 0.3142 -2.3178 0.2700
H 1.6278 -4.6411 5.5705
H -0.3168 -5.9177 4.6630
H -1.3493 -5.1623 2.5331
H 2.4391 -2.6433 4.2911
H -2.4828 -3.8855 1.2577
H -3.1821 -3.2869 -1.0631
H -1.5435 -2.1112 -2.5322
H 0.6260 -1.4763 -1.5938
S 4.4731 1.4463 5.2532
As 3.3724 0.5958 3.7592
S 1.2847 0.1518 4.0745
S 3.0636 1.7798 1.8549
S 4.1877 -1.2130 2.7892
C -0.7199 2.1614 1.8574
Ge 0.2737 1.4337 0.3750
C 1.0345 3.0239 -0.4514
C 2.2840 3.0207 -1.0876
C 2.8460 4.1741 -1.6321
C 2.1637 5.3840 -1.5441
C 0.9272 5.4269 -0.9102
C 0.3740 4.2616 -0.3698
C -1.1449 0.8762 -0.8802
C -2.4120 0.7409 -0.3687
C -3.5400 0.4367 -1.1979
C -3.3807 0.2774 -2.5374
C -2.0872 0.3890 -3.1258
C -1.9066 0.1880 -4.5259
C -0.6700 0.2353 -5.0869
C 0.4667 0.4844 -4.2683
C 0.3137 0.6963 -2.9315
C -0.9743 0.6720 -2.3048
H -1.5250 2.7814 1.4562
H -0.0168 2.7477 2.4446
H -1.1367 1.3994 2.5114
H 2.8614 2.1024 -1.1402
H 3.8201 4.1304 -2.1094
H 2.6016 6.2862 -1.9577
H 0.3970 6.3706 -0.8322
H -0.5940 4.3415 0.1186
H -2.5869 0.8732 0.6942
H -4.5267 0.3491 -0.7558
H -4.2285 0.0629 -3.1819
H -2.7795 -0.0141 -5.1391
H -0.5497 0.0817 -6.1532
H 1.4585 0.5138 -4.7083
H 1.1858 0.8934 -2.3244
```

Charges computed using Löwdin, reported in e: 0.692, -0.029, -0.040, -0.009, -0.223, 0.001, -0.142, -0.208, 0.000, -0.025, -0.041, -0.120, 0.030, 0.117, 0.116, 0.111, 0.041, 0.114, 0.123, 0.118, 0.104, -0.018, -0.462, 0.011, 0.058, -0.040, -0.288, 0.803, -0.366, -0.188, -0.083, -0.092, -0.085, -0.096, -0.263, -0.104, -0.070, -0.044, -0.192, -0.042, -0.076, -0.063, -0.060, -0.195, 0.025, 0.024, 0.002, 0.074, 0.103, 0.100, 0.100, 0.092, 0.087, 0.104, 0.114, 0.113, 0.104, 0.108, 0.079

=====

# 3
DFT (ωB97M-V/def2-TZVPD) results for C27H23Br4MoN5O6Te as an isolated structure.

Values from the calculation:
- 2S+1: 3
- Charge: 0
- Orbital gap (spin up / spin down): 0.2655 / 0.2461 Eh
- LUMO (spin up / spin down): -0.6 / -1.2 eV

Geometry as XYZ:
```
67
C27H23Br4MoN5O6Te ωB97M-V/def2-TZVPD
Mo -0.1282 -0.9444 0.9380
O 1.3044 -0.1474 4.7451
C 0.6311 -0.3896 3.7757
O 0.9560 -0.1845 2.5247
C -0.7736 -0.9271 3.8962
C -1.4484 -1.2188 5.0650
C -2.7642 -1.6545 4.9705
C -3.3719 -1.7684 3.7247
C -2.6241 -1.4589 2.6078
N -1.3617 -1.0584 2.7146
C -3.0905 -1.4796 1.1771
O -4.2205 -1.7541 0.8638
O -2.1234 -1.1300 0.3597
H -0.9379 -1.0990 6.0099
H -3.3193 -1.8976 5.8666
H -4.3970 -2.0874 3.6013
Br 4.5764 -6.0186 1.6409
C 3.7099 -4.4130 1.1739
C 4.3930 -3.4201 0.4743
Br 6.1937 -3.6568 -0.0247
C 3.7351 -2.2344 0.1374
Br 4.5856 -0.8141 -0.7649
C 2.4083 -2.0537 0.4857
O 1.7144 -0.9404 0.2045
C 1.7124 -3.0567 1.1811
O 0.4397 -2.7938 1.4836
C 2.3721 -4.2251 1.5318
Br 1.3781 -5.5079 2.4816
C -0.8977 2.0266 1.5569
N -0.3699 1.2413 0.3923
C 0.9694 1.8254 0.0253
N 0.8651 3.2377 -0.2764
C 0.3290 3.9365 0.8918
N -1.0026 3.4395 1.2563
C -1.8936 3.6160 0.1078
N -1.3989 2.9081 -1.0720
C -1.2937 1.4972 -0.7595
C -0.0615 3.4151 -1.3951
H -0.2182 1.8806 2.3944
H -1.8846 1.6308 1.8090
H 1.3421 1.2831 -0.8444
H 1.6463 1.6566 0.8617
H 0.2590 5.0020 0.6695
H 1.0054 3.7948 1.7362
H -1.9714 4.6797 -0.1207
H -2.8853 3.2373 0.3637
H -0.8900 0.9710 -1.6225
H -2.2727 1.0912 -0.5095
H -0.1322 4.4776 -1.6333
H 0.3184 2.8796 -2.2672
C 1.2831 -1.6017 -2.8646
Te -0.3002 -2.3694 -1.6723
C -1.5739 -1.2590 -2.9713
C -0.6793 -0.2611 -3.6704
C -1.2139 0.8197 -4.3680
C -0.3801 1.7438 -4.9766
C 1.0002 1.5968 -4.8898
C 1.5394 0.5224 -4.2001
C 0.7064 -0.4149 -3.5928
H 1.6283 -2.3757 -3.5495
H 2.0992 -1.3203 -2.2021
H -2.3482 -0.7828 -2.3713
H -2.0474 -1.9460 -3.6712
H -2.2892 0.9434 -4.4190
H -0.8054 2.5855 -5.5074
H 1.6553 2.3217 -5.3555
H 2.6141 0.4043 -4.1283
```

Charges computed using Löwdin, reported in e: 1.707, 0.120, -0.544, -0.168, -0.146, 0.043, -0.008, 0.038, -0.151, 0.032, -0.548, 0.116, -0.300, 0.131, 0.117, 0.130, 0.725, -0.748, -0.750, 0.725, -0.636, 0.793, -0.419, -0.374, -0.424, -0.306, -0.645, 0.786, -0.161, -0.178, -0.155, -0.075, -0.153, -0.079, -0.161, -0.071, -0.166, -0.151, 0.121, 0.130, 0.122, 0.128, 0.128, 0.134, 0.128, 0.130, 0.098, 0.123, 0.130, 0.118, -0.378, 1.524, -0.389, -0.311, -0.043, -0.083, -0.084, -0.033, -0.286, 0.070, 0.010, 0.052, 0.063, 0.121, 0.106, 0.105, 0.119

=====

# 4
DFT (ωB97M-V/def2-TZVPD) results for C27H23Cl3N9ORuSe2 as an isolated structure.

Values from the calculation:
- 2S+1: 2
- Charge: -2
- Orbital gap (spin up / spin down): 0.1785 / 0.2146 Eh
- LUMO (spin up / spin down): 3.9 / 3.9 eV

Geometry as XYZ:
```
66
C27H23Cl3N9ORuSe2 ωB97M-V/def2-TZVPD
Ru 0.4813 1.1906 -0.6216
C 4.7587 2.7661 -1.6257
Se 3.4358 2.3549 -0.2516
C 3.0728 4.2191 0.2022
C 2.5943 5.0775 -0.9645
Se 0.9662 4.4396 -1.8443
C 1.7456 3.5088 -3.3593
H 5.5694 3.3671 -1.2125
H 4.3153 3.2750 -2.4792
H 5.1504 1.8047 -1.9546
H 3.9900 4.6519 0.6121
H 2.3332 4.1811 1.0041
H 3.3743 5.1504 -1.7238
H 2.3822 6.0933 -0.6249
H 2.5271 4.1173 -3.8126
H 0.9339 3.3574 -4.0683
H 2.1340 2.5411 -3.0459
N 0.2698 -0.5842 -3.5200
C 1.4445 -0.7046 -2.7998
N 2.4668 -1.4519 -3.1795
N 3.3806 -1.2801 -2.2026
N 2.9352 -0.4750 -1.2997
N 1.6888 -0.0881 -1.6465
C -0.4758 0.5772 -3.4732
N -1.2742 1.0021 -4.4410
N -1.8038 2.1420 -3.9524
N -1.3446 2.3836 -2.7692
N -0.4904 1.3963 -2.4296
H 0.2541 -1.0763 -4.3964
Cl -1.3905 2.6787 6.2339
C -0.5713 2.1870 4.7647
C -1.0392 2.6234 3.5382
C -0.3758 2.2238 2.3977
Cl -0.9515 2.7731 0.8432
C 0.7699 1.3838 2.3828
O 1.3880 1.0354 1.3261
C 1.1805 0.9754 3.6833
Cl 2.5623 -0.0715 3.7912
C 0.5370 1.3593 4.8413
H -1.9080 3.2634 3.4686
H 0.8973 1.0075 5.7979
C -0.6344 -0.2434 -0.1493
C -1.2528 -1.2853 0.1072
C -1.8730 -2.4665 0.4609
C -1.8387 -2.8613 1.8729
C -0.8097 -2.3821 2.7028
C -0.7703 -2.6920 4.0499
C -1.7569 -3.4885 4.6236
C -2.7897 -3.9591 3.8230
C -2.8331 -3.6498 2.4720
C -2.4949 -3.2836 -0.5764
C -2.7045 -4.6669 -0.4426
C -3.2503 -5.4157 -1.4731
C -3.6040 -4.8175 -2.6757
C -3.3870 -3.4515 -2.8336
C -2.8435 -2.7002 -1.8089
H -0.0421 -1.7560 2.2629
H 0.0398 -2.3021 4.6556
H -1.7243 -3.7316 5.6791
H -3.5802 -4.5621 4.2571
H -3.6649 -3.9981 1.8727
H -2.4012 -5.1641 0.4693
H -3.3831 -6.4841 -1.3400
H -4.0230 -5.4069 -3.4826
H -3.6358 -2.9657 -3.7700
H -2.6565 -1.6422 -1.9455
```

Charges computed using Löwdin, reported in e: 0.853, -0.399, 0.942, -0.566, -0.585, 0.854, -0.430, 0.016, -0.009, 0.015, 0.052, 0.053, 0.041, 0.044, 0.015, 0.005, -0.009, 0.139, -0.480, 0.005, -0.116, -0.099, -0.122, -0.494, 0.004, -0.122, -0.102, -0.136, 0.124, 0.583, -0.693, -0.152, -0.536, 0.724, -0.507, -0.311, -0.589, 0.671, -0.162, 0.099, 0.095, -0.155, -0.116, -0.170, -0.174, -0.017, -0.094, -0.127, -0.118, -0.063, -0.176, -0.059, -0.119, -0.132, -0.101, -0.027, 0.106, 0.090, 0.083, 0.087, 0.101, 0.099, 0.087, 0.081, 0.095, 0.105

=====

# 5
DFT (ωB97M-V/def2-TZVPD) results for C27H23ClGaN9OS2 as an isolated structure.

Values from the calculation:
- Charge: +2
- Orbital gap: 0.2387 Eh
- LUMO: -6.1 eV

Geometry as XYZ:
```
64
C27H23ClGaN9OS2 ωB97M-V/def2-TZVPD
Ga -0.3208 -1.0423 -0.0650
Cl -6.3274 2.0987 -2.6340
C -4.8047 1.6041 -1.9960
C -3.8653 2.5863 -1.6116
C -2.6422 2.2422 -1.1024
C -2.2967 0.8902 -0.9391
O -1.1241 0.5937 -0.4396
C -3.2335 -0.1034 -1.3305
C -2.9561 -1.4765 -1.2667
N -1.8666 -2.0455 -0.7955
C -1.6839 -3.4531 -0.8644
C -2.6123 -4.3966 -1.2083
C -2.2695 -5.7660 -1.2471
C -1.0101 -6.1902 -0.9394
C -0.0265 -5.2422 -0.5719
C 1.3002 -5.5812 -0.2337
C 2.1930 -4.6017 0.1109
C 1.7666 -3.2712 0.1222
N 0.5318 -2.9186 -0.1888
C -0.3725 -3.8798 -0.5369
C -4.4943 0.2886 -1.8658
H -4.1293 3.6291 -1.7313
H -1.9108 2.9876 -0.8179
H -3.7209 -2.1317 -1.6764
H -3.6306 -4.1276 -1.4547
H -3.0294 -6.4825 -1.5264
H -0.7524 -7.2405 -0.9676
H 1.6018 -6.6214 -0.2495
H 3.2149 -4.8369 0.3699
H 2.4506 -2.4749 0.3869
H -5.2020 -0.4735 -2.1681
N -1.9573 -1.6710 2.7613
C -0.7882 -1.0479 2.9659
N -0.4337 -0.7730 4.2035
C 0.7479 -0.1689 4.3572
N 1.1504 0.1213 5.5823
N 1.5853 0.1730 3.3355
C 1.1556 -0.1309 2.1525
N -0.0170 -0.7555 1.8828
C 1.9991 0.2109 0.9731
C 3.2105 0.8539 1.1027
C 3.9375 1.1287 -0.0474
C 3.4229 0.7672 -1.2796
C 2.1957 0.1324 -1.3316
N 1.5097 -0.1536 -0.2253
H -2.5577 -1.7931 3.5615
H -2.3656 -1.7388 1.8448
H 0.5677 -0.1091 6.3700
H 2.0353 0.5794 5.7205
H 3.5569 1.1332 2.0865
H 4.8921 1.6326 0.0209
H 3.9534 0.9827 -2.1956
H 1.7421 -0.1446 -2.2740
S 0.9532 3.3023 -0.3576
C 1.5295 4.7714 -0.8780
N 1.5604 5.8961 -0.1625
C 2.3210 7.0153 -0.7133
C 2.2221 6.8510 -2.2222
S 2.1698 5.0476 -2.4774
H 1.2866 5.8620 0.8075
H 3.3622 6.9477 -0.3866
H 1.9043 7.9625 -0.3780
H 3.0722 7.2794 -2.7448
H 1.2992 7.2726 -2.6159
```

Charges computed using Löwdin, reported in e: 0.480, 0.725, -0.659, -0.037, 0.022, -0.276, -0.044, -0.124, -0.003, 0.054, -0.174, 0.023, -0.026, 0.006, -0.126, 0.049, -0.002, -0.059, 0.075, -0.131, -0.043, 0.123, 0.088, 0.135, 0.119, 0.125, 0.132, 0.139, 0.125, 0.122, 0.124, 0.213, -0.389, 0.202, -0.389, 0.220, 0.214, -0.234, 0.147, -0.203, 0.021, -0.005, -0.014, -0.076, 0.056, 0.133, 0.096, 0.133, 0.130, 0.129, 0.132, 0.130, 0.141, 0.613, -1.166, -0.063, -0.215, -0.407, 0.929, 0.139, 0.125, 0.128, 0.086, 0.085

=====

# 6
DFT (ωB97M-V/def2-TZVPD) results for C27H23F5IrN4O3PSTe as an isolated structure.

Values from the calculation:
- 2S+1: 5
- Charge: 0
- Orbital gap (spin up / spin down): 0.2696 / 0.2495 Eh
- LUMO (spin up / spin down): -0.4 / -1.9 eV

Geometry as XYZ:
```
66
C27H23F5IrN4O3PSTe ωB97M-V/def2-TZVPD
Ir 0.6532 0.1361 0.7751
C -3.2461 -0.8284 2.8475
C -2.0458 -0.2196 2.2113
N -0.9014 -0.7829 2.1394
N -0.6684 -1.9882 2.7141
C 0.5999 -2.2643 2.7675
N 0.9730 -3.4539 3.2839
S 1.9057 -1.2046 2.2429
C -2.1103 1.1304 1.6060
C -3.2601 1.8961 1.6267
C -3.2398 3.1618 1.0581
C -2.0720 3.6317 0.4895
C -0.9504 2.8163 0.5039
N -0.9786 1.6011 1.0500
H -2.9955 -1.8044 3.2488
H -4.0219 -0.9402 2.0871
H -3.6294 -0.1922 3.6472
H 0.2698 -4.0129 3.7367
H 1.9399 -3.6188 3.4943
H -4.1623 1.5022 2.0703
H -4.1335 3.7720 1.0633
H -2.0060 4.6124 0.0418
H -0.0105 3.1313 0.0741
O -2.8322 -0.6146 -0.6147
C -1.7188 -0.5038 -1.1030
O -0.6284 -1.0371 -0.6587
C -1.5017 0.3479 -2.3348
C -2.5631 1.0831 -2.8366
C -2.3831 1.9283 -3.9208
C -1.1319 2.0426 -4.5057
C -0.0634 1.3021 -4.0179
C -0.2350 0.4432 -2.9333
P 1.1946 -0.5056 -2.3366
C 2.5238 -0.1562 -3.5053
C 2.5704 -0.7787 -4.7529
C 3.5818 -0.4643 -5.6457
C 4.5518 0.4667 -5.2930
C 4.5110 1.0776 -4.0490
C 3.4974 0.7714 -3.1504
C 0.9086 -2.2680 -2.5103
C -0.0443 -2.7770 -3.3855
C -0.1974 -4.1497 -3.5114
C 0.5946 -5.0087 -2.7621
C 1.5409 -4.4972 -1.8850
C 1.7025 -3.1262 -1.7584
H -3.5232 0.9782 -2.3485
H -3.2163 2.5024 -4.3056
H -0.9797 2.7092 -5.3444
H 0.9057 1.4020 -4.4848
H 1.8245 -1.5152 -5.0264
H 3.6185 -0.9508 -6.6117
H 5.3454 0.7081 -5.9885
H 5.2737 1.7921 -3.7678
H 3.4694 1.2325 -2.1716
H -0.6780 -2.1075 -3.9557
H -0.9422 -4.5479 -4.1879
H 0.4696 -6.0794 -2.8581
H 2.1528 -5.1663 -1.2942
H 2.4303 -2.7200 -1.0656
F 4.0746 1.7400 0.0669
Te 3.0903 3.3501 0.5277
F 1.8252 2.8632 -0.9210
F 3.8885 3.3384 2.2730
F 1.6382 4.4536 1.2147
F 1.9878 2.0058 1.4066
O 1.7810 -0.1032 -0.9801
```

Charges computed using Löwdin, reported in e: 1.370, -0.007, -0.262, -0.114, 0.018, -0.814, 0.081, 0.638, -0.220, 0.006, -0.030, -0.020, -0.088, -0.008, 0.071, 0.097, 0.091, 0.104, 0.082, 0.116, 0.115, 0.117, 0.071, 0.069, -0.597, -0.203, -0.125, -0.010, -0.057, -0.060, -0.049, -0.187, 0.876, -0.279, -0.076, -0.077, -0.078, -0.060, -0.053, -0.289, -0.075, -0.071, -0.077, -0.067, -0.057, 0.120, 0.107, 0.108, 0.104, 0.106, 0.104, 0.104, 0.109, 0.075, 0.114, 0.105, 0.103, 0.106, 0.112, -0.537, 1.909, -0.558, -0.528, -0.540, -0.545, -0.488

=====

- Number 1 is which compound?
  C27H22N6O2PRuSSe2